Density functional theory data (ωB97M-V with the def2-TZVPD basis set) for a molecular structure, C38H66N4OS2Yb in a non-equilibrium geometry.

Cartesian coordinates (Å):
Yb  -0.75471  -0.09977  -0.80883
C  -2.01870  2.15254  -1.39671
C  -1.55574  1.76217  -2.64983
C  -2.30351  0.55450  -2.98681
C  -3.21578  0.29284  -1.95085
C  -3.18487  1.39711  -1.08420
C  -4.32718  1.92558  -0.22520
C  -5.56796  1.01038  -0.33283
C  -3.92931  2.23034  1.20788
C  -4.68338  3.27106  -0.89364
C  -2.23217  -0.28158  -4.27904
C  -0.90723  -1.03862  -4.46397
C  -3.38505  -1.30622  -4.18759
C  -2.51551  0.60822  -5.52238
C  -0.60184  2.62283  -3.44823
C  -1.41284  3.73935  -4.16368
C  0.35169  3.34322  -2.42580
C  0.39017  1.99025  -4.43139
H  -1.89579  3.14692  -0.97116
H  -3.91210  -0.47353  -1.86585
H  -5.44623  0.03793  0.16989
H  -5.94199  0.83013  -1.34463
H  -6.37854  1.50518  0.20578
H  -3.38478  1.42573  1.73479
H  -4.78309  2.50004  1.82339
H  -3.24778  3.07566  1.21451
H  -4.77450  3.16900  -1.97779
H  -3.93945  4.06413  -0.67008
H  -5.65439  3.54426  -0.49009
H  -0.64812  -1.70185  -3.61704
H  -0.07990  -0.35534  -4.66464
H  -0.96831  -1.67301  -5.34724
H  -3.20233  -2.11597  -3.47888
H  -3.49890  -1.79743  -5.17910
H  -4.37135  -0.81232  -3.98128
H  -1.84750  1.41072  -5.68837
H  -3.52860  1.05790  -5.42814
H  -2.41636  -0.06841  -6.38201
H  -1.90542  4.40123  -3.43870
H  -2.20195  3.31243  -4.78032
H  -0.79908  4.33560  -4.78809
H  -0.20430  4.01211  -1.78092
H  1.04763  3.96920  -2.98451
H  0.94613  2.62771  -1.84526
H  -0.04410  1.43447  -5.27328
H  1.14445  1.32844  -3.97506
H  0.96722  2.82217  -4.89959
C  0.08976  -7.09213  2.49995
C  0.23442  -6.95581  0.96717
C  0.54019  -5.52488  0.47457
N  -0.65416  -4.68648  0.40504
C  -0.62997  -3.35261  0.18678
S  -1.99716  -2.55283  -0.52073
N  0.46130  -2.69072  0.47894
C  1.43735  -2.69538  1.40688
O  2.52949  -2.16465  1.11051
C  1.33728  -3.17128  2.85803
C  2.51574  -3.23950  3.66254
C  2.48361  -3.43309  5.03266
C  1.24789  -3.58750  5.65653
C  0.09982  -3.63981  4.88999
C  0.12997  -3.55532  3.51289
H  -0.49692  -7.93820  2.79511
H  -0.33242  -6.21550  2.94727
H  1.04903  -7.19407  2.99285
H  -0.63538  -7.37822  0.43036
H  1.11848  -7.55997  0.68958
H  0.97094  -5.55370  -0.55282
H  1.22424  -4.99797  1.14763
H  -1.53525  -5.13365  0.27816
H  2.32946  -1.68544  -1.10092
H  3.47565  -3.11525  3.15275
H  3.43035  -3.45790  5.59646
H  1.10318  -3.66593  6.72396
H  -0.84659  -3.71552  5.43011
H  -0.77011  -3.75337  2.93966
C  -0.80722  3.00056  4.95841
C  0.63762  3.56049  4.89144
C  0.95059  4.42973  3.70888
C  0.85304  3.62130  2.39677
N  1.85863  2.58838  2.31238
C  1.63532  1.31405  1.88586
S  0.03843  0.72987  1.76464
N  2.69635  0.51909  1.71113
C  4.14294  0.93793  1.62011
C  4.61468  1.59407  0.35320
C  5.90548  0.95072  -0.18391
C  5.75045  -0.41399  -0.86215
H  -1.16670  2.89103  5.97898
H  -0.84938  2.02115  4.50107
H  -1.49366  3.64326  4.40792
H  1.34892  2.71102  4.95830
H  0.85466  4.12562  5.80269
H  1.95597  4.81069  3.87316
H  0.27026  5.28298  3.67521
H  0.99409  4.24124  1.47097
H  -0.14440  3.16611  2.25676
H  2.79448  2.90452  2.41477
H  2.52011  -0.44509  1.45658
H  4.70372  -0.00974  1.79182
H  4.31382  1.54086  2.56175
H  4.83632  2.65766  0.60481
H  3.80855  1.58557  -0.42340
H  6.59964  0.86030  0.65546
H  6.36121  1.66136  -0.89895
H  5.01645  -1.03960  -0.32851
H  6.71087  -0.93062  -0.89161
H  5.34717  -0.43389  -1.86589
C  2.36214  -1.05079  -2.00327
H  2.96666  -0.10979  -1.83735
H  1.38045  -0.87127  -2.43071
H  3.14556  -1.52541  -2.63248

Forces on atoms 1 to 2 (eV/Å):
Yb -1.496 -0.140 0.111
C -1.538 1.040 1.083

Calculated values
2S+1: 2
E_HOMO (alpha / beta): -0.3822 / -0.3821 Eh
Energy: -3736.7028 Ha
Frontier orbital gap (alpha / beta): 7.67 / 6.03 eV
Relative energy (zero: lowest compared OMol25 entry of this formula, charge and spin): 211.2 kJ/mol
Net charge: +1
Lowest unoccupied orbital energy (alpha / beta): -2.73 / -4.36 eV
⟨S²⟩: 0.75

Atomic partial charges in e from the Löwdin method, atoms 1 to 5: 1.5223 -0.1694 -0.2337 -0.2047 -0.1466


Density functional theory data (ωB97M-V with the def2-TZVPD basis set) for 4 unconnected molecules or ions with the total composition C38H67ClN6O3P in a non-equilibrium geometry.

Cartesian coordinates (Å):
C  -5.71526  -0.09822  7.43919
C  -5.20296  -0.10233  5.97044
Cl  -3.57328  0.69494  5.95160
C  -5.25638  -1.50499  5.27108
C  -4.02654  -1.79394  4.39480
C  -4.12189  -1.45316  3.00283
C  -3.05011  -1.66144  2.20082
C  -1.82158  -2.20286  2.67535
N  -0.79957  -2.33481  1.77670
C  0.27897  -2.80823  2.35029
C  0.38742  -3.18555  3.72103
N  -0.59064  -3.06919  4.58384
C  -1.72590  -2.53806  4.04031
C  -2.86044  -2.32481  4.90327
P  -2.81800  -2.70889  6.72122
N  -1.39105  -2.69703  7.37416
H  -5.08957  0.61715  7.99582
H  -5.61989  -1.06316  7.95398
H  -6.73746  0.30592  7.47869
H  -5.87686  0.56837  5.40120
H  -6.10925  -1.46921  4.57404
H  -5.41474  -2.33789  5.97100
H  -5.05671  -1.03417  2.62599
H  -3.15376  -1.35955  1.15436
H  1.16762  -2.92331  1.71888
H  1.34225  -3.57465  4.08773
H  -3.48426  -3.95155  6.88872
H  -3.59187  -1.70039  7.34522
H  -1.31664  -1.99160  8.09972
C  0.82982  -1.90540  -2.17712
C  2.14644  -2.62331  -1.81196
C  2.84387  -1.85053  -0.68799
C  3.42867  -0.52337  -1.16185
C  4.36228  -0.73897  -2.35071
C  3.75116  -1.56491  -3.49095
N  3.02020  -2.77653  -3.01267
O  3.90152  -3.70575  -2.75373
C  2.80124  -0.68749  -4.33243
C  4.87857  -1.91980  -4.46791
C  1.67776  -3.98330  -1.27857
H  0.09569  -2.03035  -1.37922
H  0.93410  -0.83000  -2.30220
H  0.39631  -2.31987  -3.08912
H  3.65042  -2.45655  -0.26030
H  2.14181  -1.66423  0.12857
H  2.63373  0.18018  -1.42363
H  3.98461  -0.05951  -0.34349
H  4.68537  0.23233  -2.73397
H  5.26647  -1.23718  -1.98451
H  2.28424  -1.28810  -5.08343
H  3.36263  0.08222  -4.86454
H  2.05642  -0.15460  -3.74592
H  5.70079  -2.44289  -3.97987
H  5.30175  -1.01365  -4.90339
H  4.51259  -2.54352  -5.28500
H  1.17333  -4.55619  -2.05909
H  0.97148  -3.85255  -0.45764
H  2.49454  -4.58910  -0.88631
C  10.23837  0.71525  -8.51967
C  8.83899  0.24099  -8.07299
C  8.17647  1.34165  -7.23997
C  8.81582  1.50246  -5.86402
C  8.82966  0.17136  -5.11672
C  9.42107  -0.99654  -5.91818
N  8.92925  -1.05058  -7.32847
O  7.74247  -1.59516  -7.32143
C  10.96201  -0.92042  -5.91072
C  9.11620  -2.29034  -5.15223
C  8.07189  0.07763  -9.38909
H  10.15079  1.49642  -9.27611
H  10.82989  1.15730  -7.72132
H  10.80895  -0.10407  -8.96035
H  7.11128  1.12123  -7.11027
H  8.22513  2.29253  -7.77652
H  9.83010  1.90176  -5.95069
H  8.25072  2.23726  -5.28548
H  9.38207  0.29073  -4.18141
H  7.79879  -0.06744  -4.83242
H  11.38986  -1.68675  -6.56017
H  11.34860  -1.09582  -4.90566
H  11.35824  0.04631  -6.21247
H  8.05024  -2.41898  -4.96635
H  9.60450  -2.27263  -4.17756
H  9.47856  -3.16533  -5.69467
H  8.52146  -0.70062  -10.00905
H  8.09339  1.00882  -9.95611
H  7.02228  -0.17035  -9.23527
C  -9.01743  4.12466  2.30586
C  -9.10190  2.93026  3.27974
C  -10.51724  2.85101  3.85805
C  -10.81218  3.97566  4.84537
C  -9.76118  4.01219  5.95133
C  -8.31199  4.02606  5.44553
N  -8.06268  3.04223  4.34778
O  -7.91132  1.86367  4.88805
C  -7.92881  5.44172  4.96729
C  -7.39338  3.78789  6.65145
C  -8.85697  1.71129  2.38414
H  -9.58062  3.91276  1.39612
H  -9.44540  5.04410  2.69785
H  -7.98464  4.32097  2.01272
H  -10.66015  1.89046  4.36460
H  -11.25016  2.87738  3.04805
H  -10.86013  4.94034  4.33295
H  -11.79872  3.81974  5.28782
H  -9.93633  4.88569  6.58376
H  -9.91469  3.13732  6.59217
H  -6.93601  5.44085  4.51288
H  -7.89804  6.13431  5.80950
H  -8.63100  5.87350  4.25832
H  -7.63489  2.86514  7.17904
H  -7.50330  4.59828  7.37194
H  -6.34521  3.74665  6.34835
H  -7.85389  1.73889  1.95288
H  -9.57236  1.69777  1.56173
H  -8.97583  0.76809  2.91678

Forces on atoms 1 to 2 (eV/Å):
C 0.437 0.633 -0.104
C -0.999 0.017 0.389

Calculated values
2S+1: 4
E_HOMO (alpha / beta): -0.2968 / -0.2968 Eh
Energy: -2843.6788 Ha
Frontier orbital gap (alpha / beta): 7.83 / 7.81 eV
Lowest unoccupied orbital energy (alpha / beta): -0.25 / -0.27 eV
⟨S²⟩: 3.76

Atomic partial charges in e from the Löwdin method, atoms 1 to 5: -0.1361 -0.6684 0.6175 -0.1792 -0.2799


- Which of these has the lowest 2S+1?
  C38H66N4OS2Yb